39
Properties=species:S:1:pos:R:3:forces:R:3 method="wB97M-V/def2-TZVPD" max_force_ev_per_a=0.46 multiplicity=1 total_charge=+1 homo_lumo_gap_ev=7.31
Rh -0.15262 -0.27558 -0.92135 -0.2 0.0 -0.4
O 1.73282 -0.79813 1.28396 0.0 0.0 0.1
S 0.65081 -0.09405 1.90799 -0.1 0.1 -0.1
O 0.19849 -0.49416 3.19641 0.0 0.1 0.0
O -0.59086 -0.15326 0.95882 0.3 -0.1 0.0
C 1.03334 1.64669 1.96631 0.0 0.0 -0.1
C 1.17259 2.16455 3.23992 0.0 0.0 0.1
C 1.50953 3.50133 3.43299 0.0 0.0 0.0
C 1.70854 4.32519 2.34624 0.0 0.0 0.0
C 1.56342 3.82032 1.05843 0.0 0.1 0.0
C 1.22649 2.49247 0.85734 0.0 0.0 0.0
S 1.01517 2.05777 -0.85122 -0.1 0.1 0.2
O 1.45075 3.13365 -1.65817 0.0 0.0 0.0
O 1.66668 0.72457 -1.08410 -0.1 0.0 0.2
O -0.45817 1.69478 -1.02767 0.0 0.0 0.0
H 1.01431 1.51143 4.08622 0.0 0.0 0.0
H 1.61402 3.88371 4.43893 0.0 0.0 0.0
H 1.97446 5.36417 2.48206 0.0 0.0 0.0
H 1.71482 4.46266 0.20329 0.0 0.0 0.0
N 1.76207 -3.52236 0.08837 0.0 0.0 0.0
C 1.56810 -2.77491 -0.97351 0.0 -0.1 0.0
O 0.45189 -2.21936 -1.17563 -0.1 0.0 0.1
C 2.65189 -2.68908 -2.00748 0.0 0.0 0.0
I 4.43455 -1.83053 -1.21768 0.0 0.0 0.0
H 1.07095 -3.52257 0.82318 0.0 0.0 0.0
H 2.67233 -3.91029 0.28328 0.0 0.0 0.0
H 2.31105 -2.07906 -2.83541 0.0 0.0 0.0
H 2.91840 -3.68129 -2.36326 0.0 0.0 0.0
I -5.55067 -1.97790 1.00338 0.0 0.0 0.0
C -4.26168 -1.44975 -0.53153 0.0 0.0 0.0
C -4.69563 -1.36115 -1.84542 0.0 0.0 0.0
C -3.78796 -1.00844 -2.83335 0.0 0.0 0.0
C -2.48311 -0.75052 -2.47566 0.0 0.0 0.0
N -2.07694 -0.83299 -1.20232 0.1 0.0 -0.1
C -2.93487 -1.17573 -0.24021 0.1 0.0 0.1
H -5.72755 -1.56490 -2.09690 0.0 0.0 0.0
H -4.08655 -0.92912 -3.86831 0.0 0.0 0.0
H -1.73960 -0.46806 -3.21247 0.0 0.0 0.0
H -2.54124 -1.22004 0.76453 0.0 0.0 0.0

47
Properties=species:S:1:pos:R:3:forces:R:3 method="wB97M-V/def2-TZVPD" max_force_ev_per_a=5.07 multiplicity=3 total_charge=+3 homo_lumo_gap_ev="6.50 / 5.79"
C 2.84247 -1.21331 -2.37839 0.7 -0.2 -0.2
C 2.07311 -0.77626 -1.17276 2.4 0.6 3.4
H 3.89724 -1.32135 -2.09362 -0.2 0.1 0.1
H 2.79841 -0.46460 -3.17858 -0.2 -0.3 0.1
H 2.50433 -2.18990 -2.74945 -0.1 0.4 0.0
O 2.66057 -0.55978 -0.08133 -3.5 -0.3 -3.1
I -0.18120 -1.17294 -3.49361 -1.2 0.8 2.1
W -0.08852 -0.40779 -0.87144 0.4 -3.2 -3.9
P 0.13137 -2.76466 -0.08562 1.0 -2.5 1.1
C 0.15906 -3.05587 1.70797 -0.1 0.6 0.1
C -1.32543 -3.69456 -0.67620 -0.5 0.8 -0.4
H -1.18288 -4.76062 -0.44194 0.1 0.3 0.1
H 1.43910 -4.78929 -0.15754 -0.1 0.3 -0.1
H -1.44547 -3.55981 -1.75830 -0.1 -0.2 0.3
H 1.50821 -3.93045 -1.72925 0.0 -0.1 0.2
H -0.80678 -2.76067 2.13300 0.2 -0.2 0.1
H -2.21692 -3.31880 -0.15913 0.0 -0.2 -0.2
C 1.53043 -3.80487 -0.64049 0.2 0.6 -0.3
H 0.36061 -4.11853 1.91003 -0.1 0.3 -0.2
H 2.47832 -3.33851 -0.34161 -0.1 -0.3 0.0
H 0.94477 -2.42975 2.14324 0.0 -0.3 0.1
P 0.63046 1.76031 -1.31213 2.3 3.6 -0.1
C 1.07438 2.71877 0.16297 0.0 -0.1 0.2
C 1.98002 2.10162 -2.48597 0.1 -0.4 0.0
H -1.17827 2.06383 -2.89798 0.0 0.3 0.1
H -0.47479 3.61650 -2.33559 0.1 -0.2 0.1
H -1.59055 2.69702 -1.26598 0.1 0.1 -0.3
C -0.80378 2.61306 -2.02646 -0.8 -0.7 0.1
H 1.73887 1.69951 -3.47729 0.1 0.1 0.2
H 2.09068 3.19422 -2.55122 -0.1 -0.3 0.1
H 1.56044 3.64900 -0.16744 -0.1 -0.3 0.2
H 1.76524 2.13717 0.78497 0.0 0.2 -0.1
H 2.91918 1.66468 -2.12329 -0.1 0.2 -0.1
H 0.16411 2.94549 0.73263 0.3 0.0 -0.1
C -0.77093 0.29441 1.09902 -1.8 1.9 2.9
O -0.41527 -0.24459 2.15336 0.0 0.4 -2.0
C -1.44905 1.91901 3.53534 0.3 0.3 -0.3
C -2.33634 1.44497 2.43550 -1.9 0.5 1.4
C -3.49945 2.38141 2.18512 -0.1 0.4 -0.4
O -1.65046 1.35826 1.14139 2.2 -2.8 -1.2
H -1.03513 2.91015 3.32099 0.0 -0.2 0.1
H -0.63871 1.20663 3.69902 0.3 -0.1 0.4
H -2.03688 1.98235 4.45701 0.2 -0.2 -0.1
H -2.72758 0.44674 2.67510 0.2 0.1 -0.3
H -3.14336 3.39187 1.93417 -0.1 -0.2 0.2
H -4.12345 2.02559 1.36328 0.0 0.0 0.1
H -4.13018 2.45435 3.07850 0.2 -0.1 -0.1